15
Properties=species:S:1:pos:R:3:mulliken_charge:R:1 method="wB97M-V/def2-TZVPD" homo_ev=-7.641 homo_lumo_gap_ev=8.2 lumo_ev=0.5 e_above_lowest_kj_mol=327.0 spin_multiplicity=1
C -1.0575 0.5575 -0.4283 -0.35
C -0.8397 0.8545 1.0557 -0.92
C 0.2252 -0.1571 -0.7729 -0.21
N 0.5774 -0.5334 -2.0014 -0.32
O -0.0415 -1.5817 1.3744 -0.51
O 1.9634 -0.3512 1.7638 -0.73
P 0.6924 -0.1966 1.0910 0.86
H -1.6115 -0.3847 -0.6462 0.30
H -1.3812 1.5099 -0.9798 0.30
H -0.4856 1.8383 1.1803 0.42
H -1.5803 0.5711 1.7008 0.41
H 1.4610 1.4981 -0.2410 -0.04
H 0.1040 -0.2745 -2.8693 0.22
H 0.5814 -2.2193 1.6957 0.33
H 1.3923 -1.1308 -1.9230 0.25

***

16
Properties=species:S:1:pos:R:3:mulliken_charge:R:1 method="wB97M-V/def2-TZVPD" homo_ev=-9.272 homo_lumo_gap_ev=9.9 lumo_ev=0.6 smiles="O=S(=O)(NP)C1CC1" e_above_lowest_kj_mol=299.3 spin_multiplicity=1
O -0.1647 -1.8316 0.9777 -0.58
S -0.5210 -0.9721 -0.0655 1.01
O -0.9685 -1.5314 -1.3366 -0.55
N -1.6537 0.4178 0.6300 -0.34
P -3.0018 1.0433 -0.0699 -0.09
C 0.8527 0.1899 -0.4501 -0.17
C 1.7777 0.5756 0.6053 -0.35
C 2.2624 -0.4460 -0.3548 -0.67
H -1.8666 0.3521 1.6508 0.29
H -2.6349 1.0103 -1.3742 0.03
H -3.9079 -0.0592 -0.3377 0.04
H 0.6083 0.8643 -1.2730 0.36
H 1.4876 0.2921 1.5173 0.27
H 2.2560 1.6864 0.5759 0.21
H 3.1491 -0.1244 -0.8398 0.33
H 2.3252 -1.4673 0.1448 0.23

***

15
Properties=species:S:1:pos:R:3:mulliken_charge:R:1 method="wB97M-V/def2-TZVPD" homo_ev="-2.971 / -2.860" homo_lumo_gap_ev="6.2 / 6.1" lumo_ev="3.3 / 3.2" e_above_lowest_kj_mol=668.2 spin_multiplicity=1 total_charge=-1
C 0.3922 1.0701 -1.7682 -1.12
C 0.2377 0.6964 1.4375 -0.84
C -1.1623 -1.3595 0.0724 -0.73
N -1.0052 0.8381 0.6759 -0.31
O -2.0797 1.7298 -1.3509 -0.74
O -0.2689 2.9887 -0.2141 -0.74
S -0.7682 1.7127 -0.6992 1.12
H 0.0285 0.0462 -2.0300 0.25
H 1.3937 0.9221 -1.4131 0.33
H -0.0451 -0.1047 2.2961 0.21
H 0.9353 0.1967 0.8357 0.34
H 0.5990 1.6205 1.7943 0.36
H -0.2183 -1.3045 -0.4458 0.32
H -1.3693 -1.9417 0.9589 0.31
H -2.0062 -1.3395 -0.6265 0.22

***

15
Properties=species:S:1:pos:R:3:mulliken_charge:R:1 method="wB97M-V/def2-TZVPD" homo_ev=-3.190 homo_lumo_gap_ev=7.2 lumo_ev=4.0 e_above_lowest_kj_mol=268.2 spin_multiplicity=1 total_charge=-1
O 1.0019 1.6029 -0.6163 -0.62
C 1.3820 0.5303 -0.1428 -0.19
C 0.5496 -0.8856 -0.4020 0.20
C -0.5521 -1.0056 0.6156 -0.79
S 0.3621 -0.2482 2.0468 -0.61
N 0.1906 -1.2494 -1.6959 -0.52
H 2.2977 0.2761 0.3404 0.38
H 1.4428 -1.6106 -0.0976 0.15
H -1.3426 -0.2712 0.4434 0.24
H -0.9324 -1.9456 0.8056 0.44
H 0.8389 -0.9257 -2.4812 0.19
H -0.7492 -1.1471 -1.8909 0.20
H -1.2032 1.8772 1.6207 0.28
H -1.4578 2.5809 0.3091 0.31
O -1.8284 2.4217 1.1451 -0.66

***

15
Properties=species:S:1:pos:R:3:mulliken_charge:R:1 method="wB97M-V/def2-TZVPD" homo_ev=-13.759 homo_lumo_gap_ev=10.2 lumo_ev=-3.5 smiles="C=C[NH2+]C(O)(O)S" e_above_lowest_kj_mol=258.8 spin_multiplicity=1 total_charge=+1
C -1.8829 -0.4174 1.4106 -0.55
C -1.4582 0.2779 0.4088 -0.22
N -0.0452 0.8043 0.2995 -0.11
C 0.8589 -0.1543 -0.5433 0.42
O 0.3874 -1.3781 -0.2596 -0.43
O 0.7798 0.1899 -1.8182 -0.46
S 2.8123 0.1723 0.1508 -0.19
H -3.0070 -0.7696 1.5749 0.26
H -1.1859 -0.6916 2.1790 0.24
H -1.9809 0.7112 -0.4213 0.37
H 0.3148 0.8408 1.2891 0.43
H 0.1096 1.6796 -0.1453 0.35
H 0.6863 -2.0500 -0.9535 0.36
H 0.5347 -0.4540 -2.4788 0.34
H 3.0763 1.2391 -0.6928 0.20

***

16
Properties=species:S:1:pos:R:3:mulliken_charge:R:1 method="wB97M-V/def2-TZVPD" homo_ev=-13.353 homo_lumo_gap_ev=10.0 lumo_ev=-3.4 smiles="[NH3+][C@@H](CSS)C(=O)O" e_above_lowest_kj_mol=66.6 spin_multiplicity=1 total_charge=+1
N -0.1380 0.3448 -1.3874 -0.28
C -0.5644 0.4470 0.0598 0.07
C -0.2931 -0.8140 0.8828 -0.84
S -0.6515 -2.3582 0.0938 0.01
S 0.4567 -2.8373 -1.4547 -0.22
C 0.3437 1.5583 0.6712 0.47
O 1.2189 2.0573 0.0302 -0.52
O -0.2087 1.9745 1.8000 -0.38
H -0.3895 1.2276 -1.8433 0.39
H -0.5764 -0.4364 -1.8744 0.25
H 0.8868 0.4084 -1.3696 0.34
H -1.6255 0.7320 0.0970 0.36
H 0.6213 -0.7210 1.4996 0.39
H -0.9486 -0.8226 1.7669 0.38
H 1.5733 -3.4584 -1.1624 0.19
H 0.2950 2.6980 2.1905 0.39

***

15
Properties=species:S:1:pos:R:3:mulliken_charge:R:1 method="wB97M-V/def2-TZVPD" homo_ev=-4.230 homo_lumo_gap_ev=8.4 lumo_ev=4.2 e_above_lowest_kj_mol=146.2 spin_multiplicity=1 total_charge=-1
O 1.4437 -1.2366 0.9019 -0.64
C 1.7153 -0.2212 1.6431 0.03
O 1.1770 0.9618 1.6140 -0.74
H 2.5205 -0.4057 2.4018 0.38
C -1.3322 -0.9539 0.1468 -0.88
N -0.8086 0.3792 -0.1263 -0.50
C -0.2862 0.5635 -1.4443 -0.26
O -0.0144 1.9049 -1.7275 -0.54
H -2.1818 -1.2162 -0.5272 0.32
H -1.6468 -1.0209 1.2175 0.27
H -0.5766 -1.7223 0.0525 0.30
H -0.0547 0.5301 0.5361 0.46
H 0.6515 -0.0609 -1.5521 0.22
H -0.9842 0.1548 -2.1757 0.28
H 0.3776 2.3434 -0.9606 0.31

***

15
Properties=species:S:1:pos:R:3:mulliken_charge:R:1 method="wB97M-V/def2-TZVPD" homo_ev=-15.554 homo_lumo_gap_ev=11.9 lumo_ev=-3.7 smiles=OC1(O)[NH2+]CCO1 e_above_lowest_kj_mol=166.4 spin_multiplicity=1 total_charge=+1
O -0.1281 -1.6719 0.8895 -0.42
C -0.6567 -0.4576 0.7696 0.65
O -1.9810 -0.2930 1.0276 -0.49
N -0.4165 -0.3376 -0.9285 -0.29
C 0.7725 0.5551 -1.1317 -0.60
C 1.1733 0.8491 0.3870 -0.37
O 0.1009 0.6909 1.2453 -0.31
H -0.5545 -2.1094 1.6100 0.38
H -2.3110 0.5344 0.6669 0.37
H -1.3452 -0.0160 -1.3458 0.36
H -0.0937 -1.2614 -1.2058 0.35
H 0.4272 1.4685 -1.6251 0.36
H 1.5721 0.1076 -1.5088 0.35
H 1.9048 0.0323 0.8183 0.33
H 1.5357 1.9090 0.3316 0.33

***

14
Properties=species:S:1:pos:R:3:mulliken_charge:R:1 method="wB97M-V/def2-TZVPD" homo_ev="-8.085 / -8.254" homo_lumo_gap_ev="7.5 / 8.0" lumo_ev="-0.6 / -0.3" e_above_lowest_kj_mol=330.7 spin_multiplicity=1
C -0.5008 1.4546 -0.2731 -0.80
C -0.4168 0.1376 0.4407 0.40
C -1.4348 -0.9544 0.0968 -1.17
N 0.9050 -0.1192 -0.2451 -0.35
O 3.4282 -0.2218 -0.6644 -0.53
P 2.2710 0.1346 0.5923 0.18
H -0.5477 1.3826 -1.3380 0.35
H -0.1393 2.4017 0.2106 0.32
H -0.1017 0.2692 1.5344 0.38
H -0.9839 -1.8864 0.5316 0.26
H -1.5405 -1.0737 -1.0147 0.25
H -2.4225 -0.9436 0.4452 0.39
H 3.1162 0.0614 -1.4602 0.30
H 2.4558 -1.1200 1.1895 0.03

***

14
Properties=species:S:1:pos:R:3:mulliken_charge:R:1 method="wB97M-V/def2-TZVPD" homo_ev=-2.478 homo_lumo_gap_ev=5.6 lumo_ev=3.1 smiles=[O-]CNCCS e_above_lowest_kj_mol=192.4 spin_multiplicity=1 total_charge=-1
O 1.1504 -2.3911 0.7153 -0.87
C 1.2955 -1.2560 1.3786 -0.46
N 1.5808 -0.0417 0.5072 -0.44
C 0.6710 0.1677 -0.6137 -0.31
C -0.5971 0.6515 0.0490 -0.76
S -1.9724 1.2506 -1.0767 -0.28
H 0.3628 -1.0235 1.9349 0.17
H 2.0892 -1.2116 2.1772 0.29
H 2.5461 -0.1125 0.2081 0.25
H 1.0508 0.9241 -1.3178 0.34
H 0.4998 -0.7052 -1.2630 0.29
H -1.0921 -0.1244 0.6290 0.30
H -0.4519 1.4495 0.7677 0.40
H -1.6399 2.5527 -1.1813 0.09